The following is a DFT calculation (the ωB97M-V functional and the def2-TZVPD basis) of a cluster of 13 separate species, C62H142B3F12N8O6 in total in a non-equilibrium geometry.

Calculated values
Multiplicity: 1
Charge: +3
E, eV: -125429.3021

Each line ends with the Mulliken charge.
Atoms and positions in Å:
C -8.107 1.037 8.879  -1.231
C -7.722 1.830 7.581  -0.399
C -6.280 1.429 7.236  -0.765
N -5.539 2.284 6.185  0.393
C -5.691 3.850 6.357  -1.010
C -4.018 1.910 6.133  -0.900
C -3.498 2.536 4.887  -0.444
C -4.649 2.189 3.830  0.339
C -5.926 1.886 4.724  -0.727
H -7.289 0.783 9.553  0.381
H -8.567 0.084 8.616  0.323
H -8.789 1.704 9.408  0.356
H -7.843 2.902 7.735  0.357
H -8.313 1.712 6.672  0.357
H -6.158 0.387 6.939  0.311
H -5.646 1.554 8.114  0.512
H -5.270 4.144 7.319  0.381
H -6.759 3.907 6.563  0.334
H -5.286 4.570 5.646  0.376
H -3.605 2.227 7.091  0.485
H -3.903 0.827 6.173  0.405
H -3.257 3.591 5.011  0.293
H -2.571 2.013 4.652  0.352
H -4.857 2.948 3.076  -0.115
H -4.329 1.261 3.355  0.039
H -6.847 2.387 4.427  0.321
H -6.080 0.807 4.689  0.323
C 7.838 -8.564 -2.240  -1.348
C 7.015 -7.187 -2.059  -0.262
C 5.931 -7.039 -3.121  -0.837
N 5.182 -5.648 -3.039  0.645
C 4.422 -5.564 -1.696  -0.803
C 4.097 -5.609 -4.152  -0.832
C 3.891 -4.158 -4.539  -0.178
C 5.197 -3.404 -4.223  0.881
C 6.113 -4.515 -3.602  -1.171
H 8.454 -8.563 -3.140  0.356
H 7.242 -9.474 -2.294  0.354
H 8.462 -8.764 -1.369  0.381
H 7.658 -6.323 -2.224  0.160
H 6.682 -6.982 -1.041  0.397
H 5.198 -7.837 -3.005  0.568
H 6.385 -7.085 -4.111  0.447
H 5.144 -5.394 -0.897  0.372
H 3.960 -6.536 -1.524  0.285
H 3.796 -4.675 -1.777  0.155
H 3.230 -6.068 -3.677  0.599
H 4.384 -6.215 -5.011  0.414
H 2.989 -3.855 -4.006  -0.383
H 3.693 -4.121 -5.611  0.531
H 5.168 -2.673 -3.415  -0.988
H 5.686 -2.941 -5.081  0.397
H 6.759 -4.191 -2.786  0.676
H 6.818 -4.968 -4.299  0.248
C 0.417 -4.551 -3.224  -1.034
C -0.890 -5.056 -2.585  -0.789
C -0.855 -4.931 -1.048  0.653
N -2.201 -4.912 -0.316  0.310
C -2.905 -6.325 -0.405  -0.921
C -3.084 -3.763 -0.817  -0.229
C -4.119 -3.486 0.297  -0.582
C -3.475 -3.859 1.641  -0.787
C -2.068 -4.448 1.196  -0.126
H 0.593 -3.477 -3.178  0.274
H 0.627 -4.908 -4.232  0.588
H 1.217 -4.974 -2.615  0.076
H -1.017 -6.020 -3.078  0.348
H -1.759 -4.503 -2.942  0.338
H -0.373 -3.970 -0.870  -1.133
H -0.245 -5.750 -0.665  0.655
H -3.908 -6.187 0.000  0.411
H -2.325 -6.902 0.315  0.339
H -2.951 -6.774 -1.397  0.296
H -3.614 -3.989 -1.743  0.496
H -2.538 -2.836 -0.988  -0.087
H -5.007 -4.063 0.039  0.476
H -4.321 -2.415 0.267  0.313
H -4.115 -4.520 2.226  0.310
H -3.493 -2.996 2.306  0.377
H -1.757 -5.261 1.852  0.566
H -1.229 -3.753 1.195  -0.150
C -2.493 -0.185 0.307  -1.136
C -1.222 0.004 -0.582  2.103
C -0.012 0.289 0.304  -0.577
N 1.299 0.443 -0.505  2.187
C 1.159 1.779 -1.290  -0.695
C 2.408 0.518 0.439  -1.638
C 3.593 0.151 -0.355  1.591
C 3.119 -0.960 -1.322  0.836
C 1.659 -0.671 -1.531  0.518
H -3.407 0.120 -0.204  0.276
H -2.528 0.495 1.158  0.376
H -2.460 -1.153 0.806  0.186
H -1.450 0.803 -1.288  -0.874
H -0.977 -0.911 -1.122  -0.363
H 0.165 -0.526 1.006  0.324
H -0.204 1.234 0.812  -0.564
H 0.375 1.601 -2.026  0.356
H 2.054 1.993 -1.875  0.078
H 0.927 2.530 -0.536  -0.210
H 2.522 1.491 0.918  0.392
H 2.234 -0.201 1.239  0.493
H 4.025 0.984 -0.910  -0.337
H 4.478 -0.135 0.213  -0.783
H 3.604 -0.947 -2.298  -0.412
H 3.244 -1.947 -0.878  0.073
H 1.378 -0.338 -2.531  0.182
H 1.026 -1.543 -1.365  -1.794
C 1.615 5.445 -1.968  -1.410
C 0.292 6.000 -1.444  -0.017
C -0.900 5.431 -2.163  0.037
N -2.295 5.754 -1.503  0.268
C -2.385 7.312 -1.492  -1.028
C -2.492 5.155 -0.068  -0.215
C -3.988 5.149 0.165  -0.279
C -4.601 4.893 -1.190  0.056
C -3.502 5.144 -2.297  -0.546
H 1.917 4.446 -1.652  -0.045
H 2.470 5.980 -1.553  0.448
H 1.687 5.456 -3.055  0.429
H 0.375 7.073 -1.615  0.404
H 0.279 5.801 -0.373  0.190
H -0.924 4.345 -2.069  -0.299
H -0.984 5.627 -3.232  0.546
H -2.299 7.816 -2.455  0.348
H -1.581 7.754 -0.904  0.368
H -3.299 7.668 -1.017  0.417
H -1.755 5.643 0.570  0.484
H -2.139 4.126 -0.130  -0.093
H -4.274 6.134 0.532  0.376
H -4.248 4.474 0.981  -0.253
H -5.463 5.471 -1.522  0.449
H -4.834 3.829 -1.153  -0.202
H -3.790 5.857 -3.069  0.387
H -3.105 4.223 -2.725  0.097
C -6.795 1.231 1.157  -1.118
C -8.174 1.526 0.620  -0.215
C -9.267 1.680 1.785  -0.796
N -10.735 1.320 1.371  0.184
C -11.264 2.198 0.150  -0.932
C -10.869 -0.127 0.886  -0.660
C -12.314 -0.553 1.129  -0.489
C -12.916 0.519 2.041  -0.786
C -11.732 1.391 2.565  -0.507
H -6.696 0.218 1.548  0.424
H -6.488 1.871 1.984  -0.081
H -6.054 1.332 0.364  0.346
H -8.433 0.661 0.009  0.386
H -8.195 2.381 -0.055  0.372
H -9.289 2.746 2.012  0.366
H -9.067 1.084 2.676  0.346
H -12.331 2.028 0.010  0.382
H -10.660 1.867 -0.695  0.433
H -11.026 3.257 0.255  0.333
H -10.708 -0.277 -0.182  0.320
H -10.155 -0.670 1.505  0.427
H -12.744 -0.643 0.132  0.341
H -12.291 -1.534 1.603  0.356
H -13.546 1.242 1.523  0.265
H -13.529 -0.039 2.748  0.423
H -11.888 2.415 2.903  0.449
H -11.258 0.790 3.341  0.359
C 8.068 0.419 2.657  -0.743
N 6.608 0.686 2.917  0.455
C 6.193 1.794 1.882  -0.604
C 5.781 -0.542 2.624  -0.872
C 6.415 1.241 4.366  -0.488
C 6.955 2.635 4.657  -0.773
O 6.399 3.764 4.022  -0.471
H 8.152 0.308 1.576  0.209
H 8.398 -0.492 3.155  0.313
H 8.668 1.266 2.990  0.332
H 6.102 1.333 0.899  -0.249
H 6.920 2.606 1.891  0.493
H 5.235 2.210 2.194  0.485
H 5.880 -0.950 1.618  0.117
H 4.768 -0.392 2.998  0.336
H 6.146 -1.274 3.344  0.451
H 6.657 0.396 5.010  0.484
H 5.332 1.315 4.462  0.397
H 8.037 2.639 4.531  0.308
H 6.855 2.859 5.720  0.534
H 6.471 4.497 4.638  0.342
C 9.731 0.443 -2.868  -0.756
N 9.004 -0.550 -3.861  -0.040
C 7.945 0.230 -4.689  -0.533
C 10.102 -1.105 -4.798  -0.876
C 8.454 -1.792 -3.035  -0.911
C 7.293 -1.393 -2.086  0.393
O 7.719 -0.778 -0.920  -0.336
H 10.554 -0.015 -2.318  0.299
H 8.955 0.861 -2.226  0.248
H 10.304 1.097 -3.526  0.448
H 8.449 1.068 -5.170  0.382
H 7.201 0.543 -3.957  0.162
H 7.543 -0.483 -5.410  0.301
H 10.659 -0.289 -5.258  0.411
H 9.632 -1.695 -5.584  0.362
H 10.723 -1.784 -4.213  0.356
H 9.306 -2.263 -2.545  0.415
H 8.125 -2.550 -3.746  0.530
H 6.830 -2.346 -1.830  0.722
H 6.463 -0.901 -2.593  -0.873
H 7.843 -1.531 -0.337  0.387
B 1.749 -4.055 0.996  -0.271
F 2.797 -3.817 1.815  -0.379
F 1.060 -2.919 0.880  -0.071
F 2.213 -4.417 -0.209  0.013
F 1.025 -5.062 1.559  -0.351
B 6.252 3.244 -1.686  0.001
F 5.182 3.173 -0.885  -0.115
F 7.207 4.118 -1.140  -0.370
F 6.795 1.941 -1.819  0.008
F 5.871 3.719 -2.921  -0.434
B 0.127 3.778 2.339  -0.002
F -1.162 3.281 2.381  -0.155
F 0.915 2.771 2.747  -0.326
F 0.593 4.051 1.097  -0.161
F 0.228 4.890 3.174  -0.353
C 3.744 1.215 -4.493  1.602
C 2.970 0.316 -5.404  0.214
O 2.346 -0.582 -4.856  -0.547
O 3.073 0.354 -6.669  -0.830
H 3.144 1.436 -3.611  -0.913
H 4.155 2.139 -4.899  0.573
H 4.571 0.660 -4.050  -0.919
C -3.693 1.413 -2.850  -0.514
C -2.606 1.399 -3.925  0.372
O -1.608 2.097 -3.665  -0.617
O -2.878 0.839 -4.997  -0.772
H -4.469 2.090 -3.207  0.530
H -3.396 1.789 -1.871  -0.245
H -4.154 0.433 -2.726  0.350

Forces on atoms 1 to 2 (eV/Å):
-0.695 0.517 -1.095
1.192 -0.353 -0.009